1.
CH5N3OS as an isolated structure in a non-equilibrium geometry. Source: OMol25; level of theory: wB97M-V/def2-TZVPD.

Properties
HOMO energy = -8.59 eV
Electronic energy = -18466.83804 eV
Gap between HOMO and LUMO = 8.808 eV
ΔE to the lowest compared entry with this formula, charge and spin = 347.0 kJ/mol
Charge = 0
E_LUMO = 0.0081 hartree

Each line ends with the natural charge from an NBO analysis.
Atoms and positions in Å:
C: 0.16 0.69 -0.08  0.276
H: -1.83 -1.79 0.22  0.365
H: -1.07 -1.60 1.59  0.365
H: -1.86 0.53 0.72  0.424
H: 0.84 -1.17 -0.67  0.392
H: 1.81 1.61 -0.96  0.427
N: -0.96 -1.40 0.56  -0.662
N: -0.89 0.07 0.43  -0.457
N: 1.28 0.03 -0.33  -0.269
O: 2.22 0.62 -1.07  -0.556
S: 0.28 2.40 -0.41  -0.305


2.
A 2-piece molecular cluster, C6H12N2O overall in a non-equilibrium geometry. Source: OMol25; level of theory: wB97M-V/def2-TZVPD.

Properties
HOMO energy = -9.57 eV
Electronic energy = -11440.88804 eV
Gap between HOMO and LUMO = 10.576 eV
ΔE to the lowest compared entry with this formula, charge and spin = 365.0 kJ/mol
Charge = 0
Structure (SMILES) = CC(C)C#N.C/C=N/O
E_LUMO = 0.0369 hartree

Each line ends with the natural charge from an NBO analysis.
Atoms and positions in Å:
C: 2.11 -0.48 -0.17  -0.586
C: 1.09 0.61 0.40  -0.331
C: 1.84 1.97 0.57  -0.594
C: 0.02 0.76 -0.56  0.342
N: -0.58 0.72 -1.53  -0.380
H: 1.51 -1.37 -0.23  0.210
H: 3.02 -0.61 0.46  0.220
H: 2.29 -0.38 -1.24  0.221
H: 0.74 0.18 1.28  0.249
H: 1.15 2.76 0.49  0.220
H: 2.77 2.15 0.06  0.221
H: 2.20 1.92 1.55  0.213
C: -1.46 -2.05 -0.46  -0.671
C: -2.22 -0.78 -0.23  0.063
N: -2.13 -0.21 0.87  -0.149
O: -2.66 1.09 1.05  -0.565
H: -0.94 -2.23 0.53  0.229
H: -2.20 -2.87 -0.76  0.225
H: -0.66 -2.16 -1.26  0.237
H: -2.82 -0.46 -1.06  0.175
H: -3.07 1.45 0.23  0.449


3.
C9H10Cl6FeGe2N4O2S as an isolated structure in a non-equilibrium geometry. Source: OMol25; level of theory: wB97M-V/def2-TZVPD.

Properties
HOMO energy (alpha / beta) = -8.19 / -8.20 eV
Electronic energy = -252946.71561 eV
Gap between HOMO and LUMO (alpha / beta) = 5.928 / 5.933 eV
ΔE to the lowest compared entry with this formula, charge and spin = 110.9 kJ/mol
Charge = 0
E_LUMO (alpha / beta) = -0.0831 / -0.0832 hartree

Each line ends with the Löwdin charge.
Atoms and positions in Å:
Fe: -0.61 -0.52 0.60  0.006
C: 1.61 2.70 -0.99  -0.001
C: 1.07 1.47 -0.34  -0.246
N: -0.15 1.08 -0.40  -0.103
N: -1.08 1.80 -1.11  0.055
C: -2.28 1.37 -0.94  -0.701
N: -3.30 1.95 -1.61  0.102
S: -2.73 0.08 0.24  0.726
C: 1.94 0.57 0.44  -0.214
C: 3.30 0.78 0.62  0.008
C: 4.03 -0.15 1.34  -0.035
C: 3.39 -1.26 1.86  -0.023
C: 2.03 -1.41 1.64  -0.087
N: 1.33 -0.51 0.96  0.021
H: 0.79 3.29 -1.41  0.072
H: 2.28 2.41 -1.80  0.101
H: 2.17 3.30 -0.28  0.091
H: -3.07 2.62 -2.32  0.116
H: -4.19 1.49 -1.64  0.014
H: 3.78 1.65 0.19  0.116
H: 5.09 -0.01 1.48  0.115
H: 3.93 -2.02 2.41  0.113
H: 1.47 -2.26 2.01  0.113
Cl: -3.58 -3.69 -1.91  0.212
Ge: -3.78 -1.85 -0.93  -0.349
Cl: -4.64 -2.35 0.96  0.168
Cl: -5.22 -0.73 -2.08  0.185
O: -0.61 0.73 2.33  -0.078
C: -0.98 -0.29 2.97  -0.489
O: -1.10 -1.39 2.37  -0.152
H: -1.21 -0.24 4.04  0.140
Cl: -0.84 -3.00 -3.77  -0.093
Ge: -0.33 -1.43 -2.26  0.021
Cl: 1.91 -1.39 -2.45  -0.033
Cl: -0.44 -2.79 -0.22  0.112


4.
A 9-piece molecular cluster, C38H101N11O13 overall in a non-equilibrium geometry. Source: OMol25; level of theory: wB97M-V/def2-TZVPD.

Properties
HOMO energy = -8.13 eV
Electronic energy = -84046.59392 eV
Gap between HOMO and LUMO = 8.736 eV
ΔE to the lowest compared entry with this formula, charge and spin = 0.0 kJ/mol
Charge = 0
Structure (SMILES) = COC[C@H](C)N.COC[C@H](C)N.COC[C@H](C)N.COCCNCCOC.COCCNCCOC.COCCNCCOC.COCCNCCOC.NC(N)=O.NC(N)=O
E_LUMO = 0.0221 hartree

Each line ends with the Löwdin charge.
Atoms and positions in Å:
C: 0.03 -6.33 1.34  -0.112
O: 0.96 -5.33 0.97  -0.178
C: 0.41 -4.29 0.18  -0.231
C: 0.39 -4.58 -1.28  -0.368
C: 1.85 -4.84 -1.85  -0.021
N: -0.22 -3.42 -2.03  0.044
H: -0.63 -6.60 0.51  0.081
H: -0.61 -6.04 2.18  0.085
H: 0.54 -7.22 1.69  0.081
H: -0.65 -4.10 0.51  0.123
H: 0.92 -3.37 0.48  0.108
H: -0.17 -5.45 -1.48  0.107
H: 2.43 -3.94 -1.71  0.065
H: 1.82 -5.19 -2.89  0.073
H: 2.32 -5.69 -1.35  0.067
H: 0.18 -3.44 -2.98  0.011
H: -1.22 -3.61 -2.18  0.074
C: -3.41 -5.80 -2.61  -0.109
O: -3.39 -4.53 -2.04  -0.196
C: -4.64 -3.92 -2.02  -0.235
C: -4.56 -2.51 -1.51  -0.466
C: -4.16 -2.40 -0.10  -0.054
N: -5.80 -1.81 -1.77  0.043
H: -2.44 -6.03 -3.04  0.085
H: -4.14 -5.91 -3.46  0.108
H: -3.61 -6.54 -1.89  0.069
H: -5.01 -3.89 -3.01  0.111
H: -5.34 -4.54 -1.39  0.152
H: -3.75 -2.02 -2.10  0.156
H: -3.82 -1.45 0.28  0.045
H: -3.35 -3.13 0.06  0.090
H: -5.01 -2.60 0.55  0.081
H: -6.53 -2.12 -1.11  0.084
H: -6.22 -1.98 -2.69  0.083
C: -4.80 -1.53 4.66  -0.092
O: -3.70 -1.16 3.84  -0.214
C: -2.45 -1.26 4.47  -0.209
C: -1.29 -1.24 3.40  -0.383
C: 0.05 -1.30 4.12  -0.054
N: -1.42 -0.07 2.50  0.050
H: -5.67 -1.32 4.08  0.064
H: -4.81 -1.00 5.64  0.106
H: -4.77 -2.60 4.74  0.084
H: -2.31 -0.40 5.18  0.136
H: -2.39 -2.16 5.06  0.117
H: -1.43 -2.15 2.77  0.136
H: 0.17 -2.19 4.72  0.084
H: 0.14 -0.45 4.79  0.084
H: 0.91 -1.25 3.50  0.046
H: -2.40 0.02 2.24  0.065
H: -1.13 0.82 2.92  0.087
C: 0.27 4.82 -2.03  -0.077
O: 0.44 4.50 -0.64  -0.220
C: 1.77 4.34 -0.24  -0.231
C: 1.97 4.67 1.23  -0.198
N: 1.41 3.72 2.18  -0.041
C: 0.97 4.33 3.45  -0.203
C: -0.44 4.72 3.38  -0.228
O: -1.27 3.56 3.15  -0.204
C: -2.59 3.99 2.96  -0.114
H: -0.83 4.79 -2.26  0.093
H: 0.73 4.04 -2.69  0.066
H: 0.79 5.79 -2.23  0.106
H: 2.42 5.12 -0.68  0.128
H: 2.10 3.34 -0.56  0.123
H: 1.65 5.70 1.53  0.131
H: 3.03 4.59 1.36  0.105
H: 0.59 3.25 1.82  0.076
H: 1.57 5.16 3.84  0.128
H: 1.03 3.52 4.18  0.119
H: -0.62 5.40 2.60  0.100
H: -1.01 5.18 4.17  0.119
H: -3.05 4.14 3.92  0.071
H: -3.07 3.14 2.46  0.079
H: -2.65 4.92 2.35  0.103
C: -5.19 2.53 5.03  -0.081
O: -5.22 1.84 3.74  -0.221
C: -6.50 1.61 3.22  -0.233
C: -6.45 0.93 1.84  -0.227
N: -6.10 1.92 0.89  -0.069
C: -5.65 1.48 -0.39  -0.238
C: -4.17 1.33 -0.41  -0.195
O: -3.51 2.56 0.00  -0.225
C: -3.64 3.60 -0.90  -0.139
H: -5.47 3.58 4.96  0.075
H: -4.15 2.49 5.42  0.093
H: -5.89 2.09 5.73  0.079
H: -7.05 2.59 3.12  0.138
H: -7.00 0.92 3.94  0.117
H: -7.42 0.47 1.60  0.125
H: -5.79 0.05 1.83  0.106
H: -5.34 2.60 1.17  0.131
H: -5.99 2.22 -1.16  0.122
H: -6.08 0.53 -0.69  0.094
H: -3.72 0.91 -1.37  0.153
H: -4.00 0.57 0.33  0.080
H: -4.67 3.99 -0.92  0.088
H: -3.40 3.37 -1.95  0.093
H: -2.95 4.34 -0.48  0.091
C: -0.62 3.64 -5.89  -0.098
O: 0.79 3.58 -5.67  -0.184
C: 1.05 2.41 -4.89  -0.243
C: 2.41 2.54 -4.28  -0.214
N: 2.74 1.53 -3.30  -0.072
C: 4.04 1.76 -2.68  -0.209
C: 5.11 1.21 -3.56  -0.207
O: 6.47 1.44 -3.11  -0.195
C: 6.92 0.42 -2.14  -0.075
H: -0.85 2.92 -6.66  0.084
H: -0.83 4.65 -6.25  0.089
H: -1.16 3.37 -4.99  0.076
H: 0.94 1.50 -5.49  0.123
H: 0.37 2.34 -4.05  0.084
H: 2.58 3.56 -3.75  0.139
H: 3.14 2.42 -5.09  0.111
H: 2.05 1.51 -2.58  0.052
H: 4.02 1.30 -1.71  0.107
H: 4.16 2.83 -2.56  0.114
H: 5.01 1.80 -4.52  0.128
H: 5.03 0.16 -3.78  0.109
H: 6.81 -0.58 -2.57  0.086
H: 6.41 0.43 -1.21  0.059
H: 7.94 0.67 -1.95  0.070
C: 8.48 -0.17 3.48  -0.134
O: 8.22 -0.11 2.11  -0.181
C: 8.48 -1.30 1.40  -0.244
C: 7.37 -2.31 1.34  -0.234
N: 6.13 -1.68 1.01  -0.057
C: 4.86 -2.40 0.82  -0.190
C: 3.69 -1.50 0.45  -0.199
O: 3.57 -0.49 1.49  -0.196
C: 2.34 0.20 1.40  -0.120
H: 9.55 0.04 3.64  0.079
H: 8.25 -1.09 4.09  0.102
H: 8.04 0.71 3.98  0.087
H: 9.42 -1.73 1.77  0.128
H: 8.59 -0.99 0.38  0.105
H: 7.43 -2.92 2.29  0.124
H: 7.70 -2.88 0.44  0.128
H: 6.00 -0.84 1.51  0.094
H: 4.54 -2.87 1.78  0.120
H: 5.06 -3.20 0.08  0.125
H: 2.82 -2.15 0.29  0.104
H: 3.84 -0.99 -0.52  0.112
H: 1.44 -0.41 1.62  0.060
H: 2.37 0.54 0.36  0.063
H: 2.35 1.09 2.07  0.093
N: 2.18 -2.03 -5.89  0.154
C: 1.28 -2.12 -4.82  -0.665
N: 1.11 -0.97 -4.17  0.188
O: 0.68 -3.13 -4.55  0.015
H: 2.49 -1.14 -6.23  0.081
H: 2.22 -2.80 -6.52  0.088
H: 0.66 -1.19 -3.31  0.064
H: 1.80 -0.22 -4.06  0.074
N: -0.29 1.33 0.03  0.167
C: -0.21 0.41 -0.98  -0.646
N: -0.44 -0.86 -0.51  0.171
O: 0.20 0.70 -2.10  0.001
H: -0.93 1.11 0.79  0.054
H: -0.49 2.26 -0.35  0.090
H: -0.71 -0.93 0.46  0.049
H: -0.34 -1.72 -1.11  0.063


5.
C23H34IIrN2O2S3Si2Te as an isolated structure in a non-equilibrium geometry. Source: OMol25; level of theory: wB97M-V/def2-TZVPD.

Properties
HOMO energy (alpha / beta) = -11.07 / -10.94 eV
Electronic energy = -97967.42402 eV
2S+1 = 2
Gap between HOMO and LUMO (alpha / beta) = 6.761 / 5.517 eV
ΔE to the lowest compared entry with this formula, charge and spin = 106.0 kJ/mol
Charge = +1
E_LUMO (alpha / beta) = -0.1583 / -0.1994 hartree
<S²> = 0.771

Each line ends with the Löwdin spin population.
Atoms and positions in Å:
Ir: 0.40 -0.70 0.18  0.560
C: 3.54 2.49 -1.54  0.002
C: 2.59 1.89 -2.52  0.005
N: 2.77 2.13 -3.80  0.000
C: 1.90 1.64 -4.71  0.006
C: 0.77 0.96 -4.37  0.000
C: -0.25 0.56 -5.41  0.000
O: -0.76 -0.76 -5.24  0.000
C: 0.57 0.66 -3.00  0.006
C: -0.71 0.16 -2.58  0.000
N: -0.99 -0.22 -1.39  0.016
C: -2.37 -0.37 -1.05  0.002
C: -3.27 -1.00 -1.90  0.000
C: -4.60 -1.11 -1.52  0.000
C: -5.04 -0.60 -0.31  0.000
C: -4.14 0.03 0.55  0.000
C: -2.82 0.12 0.17  0.003
I: -1.39 1.00 1.43  0.004
C: 1.52 1.06 -2.05  0.002
O: 1.56 0.73 -0.77  0.114
H: 4.47 2.75 -2.05  0.000
H: 3.73 1.81 -0.72  0.001
H: 3.12 3.41 -1.12  0.000
H: 2.13 1.86 -5.75  0.000
H: 0.18 0.70 -6.41  0.000
H: -1.12 1.21 -5.35  0.000
H: -0.09 -1.40 -5.53  0.000
H: -1.54 0.27 -3.28  0.001
H: -2.92 -1.43 -2.83  0.000
H: -5.30 -1.62 -2.18  0.000
H: -6.07 -0.69 -0.02  0.000
H: -4.48 0.42 1.50  0.000
S: 0.37 -4.64 2.41  0.158
C: 0.29 -3.23 1.67  -0.008
S: -0.59 -2.77 0.23  0.088
S: 1.07 -1.71 2.16  0.049
C: 4.19 -4.41 -2.94  0.000
Si: 3.64 -2.75 -3.61  -0.001
C: 4.83 -2.09 -4.88  0.000
C: 1.89 -2.83 -4.27  0.000
C: 3.57 -1.45 -2.22  -0.001
Te: 2.53 -2.16 -0.52  -0.011
C: 4.09 -1.96 0.92  0.002
Si: 4.80 -0.34 1.64  0.000
C: 3.43 0.86 2.05  0.000
C: 6.02 0.40 0.41  0.000
C: 5.70 -0.88 3.19  0.000
H: 4.27 -5.13 -3.75  0.000
H: 3.48 -4.82 -2.21  0.000
H: 5.17 -4.34 -2.46  0.000
H: 4.90 -2.76 -5.74  0.000
H: 5.83 -1.99 -4.46  0.000
H: 4.52 -1.11 -5.25  0.000
H: 1.81 -3.51 -5.12  0.000
H: 1.61 -1.82 -4.60  0.000
H: 1.18 -3.16 -3.51  0.000
H: 3.07 -0.57 -2.62  0.000
H: 4.55 -1.13 -1.87  0.000
H: 4.88 -2.52 0.40  0.000
H: 3.69 -2.59 1.71  0.002
H: 2.82 1.09 1.18  0.001
H: 3.87 1.80 2.41  0.000
H: 2.79 0.47 2.85  0.000
H: 5.70 1.38 0.05  0.000
H: 6.18 -0.24 -0.47  0.000
H: 6.99 0.53 0.88  0.000
H: 5.01 -1.34 3.91  0.000
H: 6.17 -0.02 3.67  0.000
H: 6.48 -1.60 2.96  0.000


6.
A 5-piece molecular cluster, H10O4S2 overall in a non-equilibrium geometry. Source: OMol25; level of theory: wB97M-V/def2-TZVPD.

Properties
HOMO energy = -8.73 eV
Electronic energy = -30021.23736 eV
Gap between HOMO and LUMO = 8.609 eV
ΔE to the lowest compared entry with this formula, charge and spin = 184.3 kJ/mol
Charge = 0
Structure (SMILES) = SS.O.O.O.O
E_LUMO = -0.0046 hartree

Each line ends with the natural charge from an NBO analysis.
Atoms and positions in Å:
S: -1.85 0.94 -1.96  -0.118
S: 0.01 0.80 -1.17  -0.159
H: -2.39 -0.28 -1.73  0.141
H: 0.57 -0.35 -1.40  0.140
O: 0.91 -1.72 2.33  -0.907
H: 0.66 -1.51 3.15  0.457
H: 0.99 -2.61 2.49  0.450
O: 0.23 -3.57 -0.49  -0.915
H: 0.26 -3.50 0.52  0.456
H: 1.01 -4.08 -0.53  0.458
O: 3.40 1.35 1.20  -0.937
H: 3.01 0.46 0.93  0.470
H: 3.20 1.38 2.14  0.467
O: -1.49 1.49 2.08  -0.961
H: -1.10 0.63 2.37  0.469
H: -1.18 1.68 1.12  0.487